No. 1
{
  "formula": "C30H42BrClN2P2Tc",
  "method": "ωB97M-V with the def2-TZVPD basis set",
  "total_charge": 4,
  "energy_ha": -5073.73019,
  "spin_multiplicity": 4,
  "orbital_gap_ha": [0.22931, 0.14309],
  "e_homo_ha": [-0.7353, -0.7241],
  "e_above_lowest_kj_mol": 346.2,
  "elements": ["Tc", "Br", "Cl", "P", "P", "N", "N", "C", "C", "C", "C", "C", "C", "C", "C", "C", "C", "C", "C", "C", "C", "C", "C", "C", "C", "C", "C", "C", "C", "C", "C", "C", "C", "C", "C", "C", "C", "H", "H", "H", "H", "H", "H", "H", "H", "H", "H", "H", "H", "H", "H", "H", "H", "H", "H", "H", "H", "H", "H", "H", "H", "H", "H", "H", "H", "H", "H", "H", "H", "H", "H", "H", "H", "H", "H", "H", "H", "H", "H"],
  "coordinates": [[-0.487165, 1.141890, 1.635953], [-1.232493, 3.554053, 2.167315], [-2.759685, -0.687742, 6.498435], [-0.314786, 2.587894, -1.256570], [-0.837297, -0.720565, 0.268682], [4.158947, -6.017819, -1.529656], [-2.127617, 0.709801, 2.886980], [2.614405, 1.797610, 1.540075], [0.323856, -2.440092, -1.783749], [-4.259303, 1.530417, 3.612442], [0.954846, 0.426165, 2.922686], [3.202721, -1.797120, 1.106430], [2.862328, -0.588492, 1.792298], [-0.900349, 1.993018, -2.906145], [-1.064128, 4.246415, -0.979250], [0.304102, -1.031114, -1.152782], [3.694633, -6.209202, -0.297062], [2.042558, 3.446866, -2.715790], [4.167206, -4.820400, -2.110413], [-0.338195, 5.496589, -1.437758], [2.578966, -2.727965, 0.544878], [-0.801575, -2.339700, 1.183589], [-4.165991, 0.859585, 4.818846], [3.676782, -3.698806, -1.422939], [1.339340, 1.490078, 1.976661], [-2.507304, -0.587620, -0.523238], [-2.045973, -0.040352, 4.011211], [1.859343, -0.684887, 2.767196], [-1.741419, -3.453387, 0.705339], [-1.343555, 3.037078, -3.931948], [3.115203, -3.889332, -0.154985], [1.501127, 2.862020, -1.412068], [-2.900680, -1.470676, -1.717111], [-3.023308, 0.091967, 5.009325], [3.345811, 0.638328, 1.283850], [-3.253784, 1.421157, 2.670754], [3.177156, -5.143445, 0.449446], [2.945688, 2.819758, 1.343151], [-2.271180, -1.313010, -2.601695], [-1.742764, 1.317895, -2.672993], [-1.183409, -0.691280, 4.131901], [0.255684, -2.654961, 1.170781], [1.010191, -2.432760, -2.650504], [-2.107725, 4.230306, -1.329586], [-1.709257, -4.288196, 1.417434], [-1.128767, 4.305049, 0.132935], [-3.263640, 2.004363, 1.751308], [4.568754, -4.701401, -3.126216], [0.712747, -3.185034, -1.075253], [0.059571, -0.281089, -1.927900], [-4.939677, 0.916062, 5.572521], [-2.784130, -3.123625, 0.648489], [-5.073381, 2.188176, 3.360141], [-2.593997, 0.471629, -0.815485], [-0.869323, 6.374196, -1.042787], [-2.199527, 3.624429, -3.573837], [-1.657489, 2.505110, -4.841703], [-0.666855, -2.762986, -2.147392], [0.645977, 0.660019, 3.953515], [1.729619, 4.487872, -2.866671], [-3.232136, -0.746508, 0.290130], [1.682353, -1.599851, 3.324773], [-2.898648, -2.540372, -1.475655], [3.139871, 3.447884, -2.666018], [1.762500, 2.850555, -3.593127], [0.687125, 5.546609, -1.052016], [-0.527884, 3.719409, -4.211086], [4.280978, 0.674929, 0.713115], [-0.095346, 1.368073, -3.325736], [-3.931169, -1.221592, -2.014820], [-1.043620, -2.079725, 2.225889], [1.770858, 3.488516, -0.548847], [-0.322343, 5.585101, -2.529581], [1.305064, -0.794015, -0.759794], [3.736215, -7.214829, 0.133374], [-1.461201, -3.861692, -0.273038], [1.941813, 1.871490, -1.220444], [2.883346, -5.250035, 1.485540], [3.770390, -2.696684, -1.833738]],
  "atomic_forces_ev_per_a": [[-2.0, 3.8, -1.2], [0.4, -0.6, 0.0], [-0.1, -0.1, -0.1], [1.1, 0.7, -0.4], [-0.1, -2.7, -2.2], [-0.2, -0.7, -1.2], [0.6, -1.7, 1.0], [0.9, -0.3, -0.5], [-0.1, -0.1, -0.1], [-0.2, 0.0, -0.3], [1.8, -0.1, 0.4], [-3.3, 0.3, 0.6], [0.2, -0.7, 0.3], [-0.1, -1.0, 0.5], [-0.7, 0.4, 1.1], [0.3, 0.5, -0.1], [-0.3, 0.9, 1.7], [0.1, 0.2, -0.3], [0.0, 1.6, 0.6], [0.3, 0.0, -0.4], [4.3, -1.8, -0.8], [0.0, 0.5, 0.6], [0.1, 0.2, -0.6], [0.8, -0.5, -2.0], [-0.8, -0.8, 0.9], [-0.3, 0.7, 0.6], [-0.6, 0.7, 0.1], [-0.1, 0.0, -0.9], [-0.1, -0.2, -0.2], [0.0, 0.5, -0.1], [-1.2, 1.3, 1.2], [-0.2, -0.4, 0.6], [0.0, -0.3, -0.3], [0.8, -0.8, 0.3], [-0.1, 1.6, 0.7], [0.3, 0.8, -0.2], [0.0, -1.8, 0.1], [-0.1, -0.4, -0.4], [-0.1, 0.0, 0.3], [0.2, 0.1, -0.3], [-0.2, 0.2, 0.1], [-0.3, 0.1, 0.0], [-0.3, 0.1, 0.4], [0.3, -0.1, 0.1], [0.1, 0.3, -0.1], [0.0, 0.0, -0.7], [-0.4, -0.3, 0.2], [0.0, -0.3, 0.5], [-0.3, 0.2, -0.3], [0.1, -0.3, 0.4], [0.0, 0.1, 0.1], [0.2, 0.0, 0.1], [-0.4, 0.0, 0.1], [-0.1, -0.2, 0.1], [0.0, -0.2, -0.1], [0.2, -0.1, -0.2], [0.1, 0.1, 0.3], [0.6, 0.1, 0.2], [-0.1, 0.0, -0.3], [0.0, -0.4, 0.0], [0.1, 0.1, -0.1], [0.4, 0.1, 0.1], [0.0, 0.4, -0.1], [-0.3, 0.0, 0.0], [0.0, 0.2, 0.2], [-0.2, 0.0, -0.1], [-0.3, -0.2, 0.1], [-0.4, 0.0, 0.2], [-0.2, 0.1, 0.2], [0.3, 0.0, 0.2], [0.1, -0.2, -0.2], [0.0, -0.1, -0.2], [0.0, 0.1, 0.2], [-0.1, 0.1, -0.3], [0.2, 0.3, -0.3], [0.0, 0.2, 0.3], [0.0, 0.2, -0.1], [-0.2, -0.3, -0.1], [-0.2, -0.2, -0.1]],
  "mulliken_charge": [-0.212, -0.146, -0.095, 1.237, 1.481, -0.343, 0.183, -1.198, -1.402, -0.985, -0.584, 0.865, 0.249, -0.584, 0.361, 0.728, -0.433, -1.371, -0.462, -1.412, -0.336, 0.135, -0.256, -0.206, 0.690, -0.436, -0.486, -0.550, -1.496, -1.375, -0.151, -0.446, -1.598, -0.139, -0.249, -0.401, -0.350, 0.668, 0.340, 0.256, 0.617, -0.254, 0.448, 0.473, 0.459, -0.597, 0.817, 0.400, 0.158, -0.374, 0.518, 0.372, 0.481, 0.558, 0.442, 0.332, 0.438, 0.327, 1.020, 0.278, 0.529, 0.636, 0.358, 0.433, 0.315, 0.312, 0.307, 0.520, 0.508, 0.463, 0.406, 0.412, 0.319, 0.132, 0.421, 0.308, 0.202, 0.498, 0.515]
}


No. 2
{
  "formula": "C30H42FN3O13S",
  "method": "ωB97M-V with the def2-TZVPD basis set",
  "energy_ha": -2808.67854,
  "orbital_gap_ha": 0.31405,
  "e_homo_ha": -0.3029,
  "elements": ["S", "F", "O", "O", "O", "O", "O", "O", "O", "O", "O", "O", "O", "O", "O", "N", "N", "N", "C", "C", "C", "C", "C", "C", "C", "C", "C", "C", "C", "C", "C", "C", "C", "C", "C", "C", "C", "C", "C", "C", "C", "C", "C", "C", "C", "C", "C", "C", "H", "H", "H", "H", "H", "H", "H", "H", "H", "H", "H", "H", "H", "H", "H", "H", "H", "H", "H", "H", "H", "H", "H", "H", "H", "H", "H", "H", "H", "H", "H", "H", "H", "H", "H", "H", "H", "H", "H", "H", "H", "H"],
  "coordinates": [[0.193955, -0.216127, 2.175377], [-3.331088, 1.634688, -0.913588], [2.866580, 5.821851, -4.936825], [2.112120, -8.522181, 4.261611], [4.578611, -1.895589, -0.376567], [2.363171, -8.155063, 2.150269], [0.087387, 4.718652, 1.736426], [-2.102809, 4.113455, -3.900607], [-1.315125, 6.104874, -3.184227], [2.176853, 5.456167, 2.042520], [-3.294321, 5.495388, -2.566935], [3.452128, 4.350228, -3.325724], [2.686416, 3.583393, -5.189494], [2.642061, -10.260554, 2.919479], [5.308118, -1.604610, 0.814270], [-0.838619, 1.585846, -0.061784], [-2.187842, -2.016923, 3.115318], [-7.609593, 0.931528, 0.849633], [-3.741240, -0.923551, 1.617958], [-3.087562, 0.764781, 0.074473], [4.359030, -0.667138, -1.031033], [2.317583, -0.385908, 0.425021], [-2.447000, -1.037032, 2.106783], [1.113411, 1.272880, -1.435835], [2.372231, 0.752500, -1.674591], [-4.079937, -0.033793, 0.599390], [-1.474578, -0.187904, 1.561821], [-2.228567, 5.138747, -3.283161], [0.444820, 1.002689, -0.252195], [2.994719, -0.081616, -0.750913], [-0.835322, 2.963273, 0.475330], [-1.762758, -4.477856, 3.209277], [2.111741, -9.423225, 5.370821], [0.328545, 3.327695, 1.368782], [1.060388, 0.162277, 0.668281], [-6.454165, 0.499821, 1.124935], [-5.491921, 0.032534, 0.070770], [2.397582, -9.096095, 3.092340], [2.995174, 4.697940, -4.527235], [1.090366, 5.246170, 2.458735], [3.814975, 5.450421, -2.486273], [-1.776628, 0.709741, 0.553126], [2.650952, -8.629548, 0.833047], [2.158328, 3.804845, -6.499642], [-0.103456, 5.843209, -3.897579], [-0.841116, -5.579542, 2.640385], [-4.350090, 4.529299, -2.571325], [-1.297708, -3.125701, 2.710606], [-0.303114, -5.174562, 1.784903], [4.155969, 5.020514, -1.549150], [1.286426, 3.291895, 0.859384], [0.542422, 6.700182, -3.732032], [2.740724, -1.037214, 1.170572], [2.884514, 4.322186, -7.123536], [-0.091312, -5.904276, 3.353620], [3.093796, -9.873899, 5.499833], [-4.519113, -1.563596, 2.003190], [-1.177792, -3.127626, 1.630910], [-4.005936, 3.587412, -2.150759], [-8.078667, 1.181686, 1.718786], [-1.682245, -4.498652, 4.293396], [-0.298578, 5.737727, -4.962891], [4.438977, -0.886957, -2.092805], [-1.394095, -6.440239, 2.280676], [4.620413, 6.027086, -2.936565], [5.146121, 0.042884, -0.787607], [0.645687, 1.896076, -2.182144], [-2.789799, -4.691799, 2.929597], [0.338413, 2.742867, 2.281156], [4.907551, -2.197321, 1.461691], [1.867156, -8.829765, 6.246903], [0.831095, 5.474757, 3.498023], [1.954562, 2.823314, -6.916998], [-5.538537, 0.664701, -0.808140], [2.893854, 0.964013, -2.598261], [-5.809479, -0.959529, -0.246455], [2.954903, 6.090069, -2.298011], [1.233390, 4.375883, -6.448667], [-6.098657, 0.463038, 2.155107], [3.654655, -9.047228, 0.786022], [-4.725286, 4.372443, -3.580840], [-1.741577, 3.093732, 1.060638], [-5.144572, 4.930347, -1.948626], [1.919839, -9.374405, 0.525149], [-1.866524, -1.585927, 3.970491], [-0.302173, -2.961164, 3.122072], [0.380759, 4.945070, -3.516037], [-0.896445, 3.695949, -0.326492], [1.359979, -10.198296, 5.235593], [2.586895, -7.766311, 0.177054]],
  "atomic_forces_ev_per_a": [[0.0, -0.1, 0.0], [-0.3, 0.1, -0.1], [0.0, 0.0, 0.0], [0.0, 0.0, 0.0], [0.0, -0.3, -0.1], [0.0, 0.1, 0.0], [-0.5, -0.6, 0.2], [0.0, 0.0, -0.1], [0.0, 0.0, 0.0], [1.1, 0.1, -0.5], [0.0, 0.0, 0.0], [0.0, -0.1, 0.0], [0.0, 0.0, 0.0], [0.0, 0.0, 0.0], [0.3, 0.3, 0.3], [0.4, -0.2, 1.0], [0.1, 0.0, -0.3], [0.1, 0.0, 0.0], [0.2, 0.2, -0.3], [0.6, -0.3, 0.5], [-0.4, 0.2, -0.2], [-0.3, 0.3, -0.1], [-0.4, 0.0, 0.0], [0.3, 0.1, -0.2], [0.3, -0.2, 0.1], [-0.3, 0.0, -0.3], [0.5, -0.1, 0.2], [0.0, 0.0, 0.2], [0.3, 0.0, -0.5], [-0.2, 0.0, 0.4], [-0.4, 0.0, -0.2], [0.4, -0.6, -0.2], [0.0, 0.0, 0.2], [0.0, 0.7, -0.2], [-0.3, -0.1, 0.2], [-0.3, 0.3, 0.0], [0.3, -0.1, 0.2], [0.0, 0.1, 0.0], [0.0, -0.1, 0.1], [-0.3, 0.1, 0.4], [0.1, 0.1, 0.2], [-0.4, 0.4, -0.5], [0.0, 0.0, -0.2], [-0.1, -0.1, -0.2], [0.2, 0.2, 0.0], [0.0, 0.4, -0.1], [-0.2, -0.1, 0.1], [-0.1, 0.3, 0.6], [0.1, -0.1, -0.2], [0.0, -0.1, 0.0], [0.1, -0.2, -0.1], [-0.1, 0.0, 0.0], [0.1, -0.2, 0.0], [0.0, 0.1, 0.0], [0.1, -0.1, 0.1], [0.0, -0.1, -0.1], [0.0, -0.2, 0.2], [-0.2, 0.0, -0.2], [0.0, 0.0, -0.1], [-0.2, 0.1, -0.1], [-0.3, 0.1, 0.2], [0.0, -0.1, 0.0], [0.0, -0.1, -0.2], [-0.1, -0.2, 0.1], [-0.1, 0.0, -0.1], [0.2, 0.0, 0.1], [-0.2, 0.1, 0.0], [-0.2, 0.2, 0.0], [0.1, -0.3, 0.1], [-0.2, -0.1, -0.1], [0.0, 0.1, -0.1], [-0.4, 0.1, 0.1], [0.0, 0.0, 0.1], [-0.2, 0.2, -0.1], [-0.1, 0.1, -0.1], [0.0, -0.2, 0.0], [0.0, 0.0, -0.1], [0.0, 0.1, 0.0], [0.2, -0.1, 0.1], [0.0, -0.1, 0.0], [0.1, 0.0, 0.0], [-0.2, 0.0, 0.0], [0.1, 0.1, 0.0], [0.0, -0.1, 0.0], [0.0, 0.0, 0.0], [0.3, 0.0, -0.1], [-0.1, -0.1, 0.0], [0.1, 0.0, -0.2], [0.1, 0.0, -0.1], [0.0, 0.1, 0.1]],
  "mulliken_charge": [-0.316, -0.324, -0.568, -0.285, -0.250, -0.252, -0.289, -0.586, -0.384, -0.449, -0.370, -0.249, -0.281, -0.540, -0.385, 0.705, -0.297, -0.629, -0.308, 0.516, -0.604, -0.499, -1.147, -0.645, -1.372, -0.021, 1.475, 0.897, -1.507, 1.003, -0.672, -0.267, -0.643, -0.523, 1.468, -0.035, -1.084, 0.755, 0.841, 0.078, -0.659, -0.737, -0.670, -0.587, -0.323, -1.137, -0.263, -0.754, 0.326, 0.221, 0.467, 0.296, 0.256, 0.309, 0.276, 0.295, 0.572, 0.461, -0.019, 0.271, 0.277, 0.274, 0.408, 0.358, 0.311, 0.318, 0.723, 0.272, 0.381, 0.322, 0.213, 0.419, 0.225, 0.314, 0.421, 0.406, 0.270, 0.202, 0.402, 0.308, 0.316, 0.430, 0.235, 0.307, 0.346, 0.353, -0.022, 0.139, 0.298, 0.211]
}